Entry 1:
42
Properties=species:S:1:pos:R:3 method="wB97M-V/def2-TZVPD" total_charge=-1 multiplicity=1 homo_energy_ev=-3.9 lumo_energy_ev=3.206 gap_ev=7.108
C -0.4079 -2.6379 -0.0715
C 0.3116 -1.8778 -1.2023
C 1.6345 -1.2240 -0.7750
B 1.6030 0.3770 -0.2150
C 0.1025 1.0366 -0.0309
C -0.7435 0.5303 1.1559
C -2.2240 0.3503 0.9218
C -2.9402 1.1421 0.0193
C -4.3061 0.9708 -0.1583
C -4.9994 0.0047 0.5619
C -4.3061 -0.7836 1.4756
C -2.9402 -0.6099 1.6450
B 2.5575 0.4374 1.2136
C 4.0517 0.9936 1.2876
O 2.0996 -0.0747 2.4712
C 2.3591 1.2535 -1.3867
C 1.6570 1.2597 -2.7565
F 2.5142 2.6335 -1.0063
H 0.0986 -2.4899 0.8835
H -1.4473 -2.3319 0.0435
H -0.4162 -3.7135 -0.2606
H -0.3626 -1.1564 -1.6657
H 0.5306 -2.6187 -1.9805
H 2.3041 -1.2411 -1.6444
H 2.1111 -1.8959 -0.0473
H 0.2589 2.1105 0.1172
H -0.4910 0.9665 -0.9506
H -0.3401 -0.3855 1.5836
H -0.6690 1.2697 1.9613
H -2.4176 1.9046 -0.5417
H -4.8467 1.5887 -0.8649
H -6.0633 -0.1389 0.4251
H -4.8133 -1.5401 2.0607
H -2.3962 -1.2233 2.3539
H 4.6260 0.5815 0.4533
H 4.5468 0.6884 2.2146
H 4.0660 2.0821 1.2023
H 1.8812 -1.0033 2.3502
H 3.3803 0.8881 -1.5469
H 1.2757 2.2663 -2.9399
H 2.3476 1.0387 -3.5728
H 0.8134 0.5720 -2.7831

=====

Entry 2:
73
Properties=species:S:1:pos:R:3 method="wB97M-V/def2-TZVPD" e_above_lowest_kcal_mol=63.43 total_charge=-2 multiplicity=1 homo_energy_ev=-3.7 lumo_energy_ev=3.410 gap_ev=7.126
Na -0.7922 -0.4422 0.5835
C 3.1276 2.7586 0.4766
F 2.8543 2.7203 1.8043
F 2.5787 3.8148 -0.0773
F 4.4891 2.8149 0.4033
S 2.3877 1.1928 -0.3818
O 0.9508 1.1062 -0.0595
O 2.5817 1.3504 -1.8220
O 3.0800 0.0610 0.2244
C 0.4096 -4.7166 2.6471
F 0.3647 -3.9496 3.6412
F 1.3346 -5.6849 2.8516
F -0.8167 -5.3523 2.4920
S 0.7539 -3.7459 1.0122
O 2.0938 -3.1441 1.1267
O 0.7345 -4.8091 -0.0406
O -0.3165 -2.7521 0.8308
C -4.6387 -0.7664 -2.4856
F -5.1371 -0.6425 -3.6938
F -5.3250 -0.0206 -1.5771
F -4.6014 -2.0684 -2.1419
S -2.7827 -0.2120 -2.5232
O -2.1475 -0.6239 -1.2640
O -2.2191 -1.0744 -3.6175
O -2.7274 1.2501 -2.8811
C 1.2451 -0.0099 3.3356
O -0.0018 0.3505 2.6763
C -1.0451 0.7767 3.4849
C -2.2655 -0.2105 3.3751
O -2.8258 -0.2150 2.0668
C -4.0246 -0.9331 1.8643
H 1.1323 -0.7824 4.0964
H 1.8516 0.8239 3.6894
H 1.9160 -0.4542 2.6004
H -1.4163 1.7274 3.1023
H -0.7515 0.8256 4.5335
H -3.0169 0.0799 4.1094
H -1.9381 -1.2260 3.5980
H -3.7624 -1.9307 1.5121
H -4.6976 -0.4234 1.1748
H -4.6061 -1.0243 2.7817
C 3.6157 -2.6187 -6.6030
O 4.0268 -2.2018 -5.2723
C 3.6537 -3.0676 -4.2085
C 2.1521 -2.9700 -3.7602
O 1.9069 -1.7406 -3.1175
C 0.7759 -1.7575 -2.3028
H 3.7088 -3.7027 -6.6687
H 4.2256 -2.0498 -7.3047
H 2.5598 -2.3966 -6.7575
H 4.2910 -2.7202 -3.3954
H 3.9453 -4.1164 -4.2638
H 1.9769 -3.8499 -3.1412
H 1.4333 -3.0817 -4.5720
H 0.5966 -0.7239 -2.0069
H 0.9543 -2.3644 -1.4150
H -0.1054 -2.1138 -2.8361
C 1.2140 6.0330 2.9474
O 0.5078 5.4191 1.8537
C -0.5787 4.6660 2.2615
C -0.9574 3.6645 1.0513
O -2.3584 3.1833 0.9817
C -2.6745 2.4119 -0.1556
H 2.1561 6.4008 2.5409
H 1.3732 5.3665 3.7951
H 0.6593 6.8622 3.3866
H -1.5162 5.2124 2.3641
H -0.4887 4.1321 3.2075
H -0.0967 2.9973 1.0975
H -0.6975 4.1503 0.1108
H -2.8154 3.0880 -0.9988
H -3.5572 1.7945 0.0112
H -1.9169 1.6549 -0.3585